Entry 1:
The following is a quantum chemistry calculation of a molecular structure, C4H18AgN8O6 at a distorted geometry, from OMol25.

Properties
Net charge: -1
ΔE to the lowest compared entry with this formula, charge and spin (kJ/mol): 660.5
Gap between HOMO and LUMO (eV): 6.005

Geometry (Å):
Ag (-2.624, 0.858, 0.262)
O (-4.524, -0.859, -1.720)
H (-3.667, -1.030, -2.156)
O (-1.549, 4.171, -0.143)
H (-1.517, 4.701, -0.964)
C (0.400, 1.095, 3.772)
O (-0.673, 0.566, 3.640)
N (0.880, 2.037, 3.060)
N (1.222, 0.693, 4.694)
H (0.322, 2.434, 2.318)
H (1.873, 2.206, 3.141)
H (2.178, 1.003, 4.802)
H (0.887, 0.073, 5.418)
C (2.326, 4.353, -2.715)
O (3.305, 4.386, -3.441)
N (1.258, 3.676, -2.863)
N (2.105, 4.971, -1.644)
H (1.171, 3.253, -3.776)
H (0.563, 3.486, -2.154)
H (1.181, 4.849, -1.254)
H (2.756, 5.673, -1.322)
C (-2.631, -5.067, 1.263)
O (-1.931, -5.703, 2.070)
N (-3.180, -5.577, 0.218)
N (-2.785, -3.805, 1.390)
H (-3.177, -6.571, 0.038)
H (-3.414, -5.022, -0.593)
H (-3.282, -3.419, 0.601)
H (-2.390, -3.349, 2.200)
C (1.382, -1.570, -1.704)
O (0.480, -0.976, -1.256)
N (1.640, -2.824, -1.554)
N (2.344, -0.964, -2.279)
H (1.043, -3.221, -0.842)
H (2.629, -3.012, -1.472)
H (2.266, 0.021, -2.489)
H (3.133, -1.536, -2.544)

=====

Entry 2:
The following is a quantum chemistry calculation of a molecular structure, C16H32AgO8S4 at a distorted geometry, from OMol25.

Properties
Net charge: +1
ΔE to the lowest compared entry with this formula, charge and spin (kJ/mol): 139.0
Gap between HOMO and LUMO (eV): 10.009

Geometry (Å):
Ag (21.457, -20.682, -7.467)
C (25.461, -20.306, -5.381)
C (25.274, -18.773, -5.231)
C (25.217, -18.105, -6.622)
S (25.125, -19.459, -7.842)
O (25.876, -18.957, -8.958)
O (23.784, -19.971, -8.039)
C (26.104, -20.598, -6.733)
H (24.441, -20.690, -5.358)
H (26.070, -20.688, -4.566)
H (26.046, -18.334, -4.603)
H (24.300, -18.607, -4.776)
H (26.030, -17.451, -6.925)
H (24.341, -17.459, -6.694)
H (27.114, -20.207, -6.815)
H (25.949, -21.639, -7.006)
C (16.921, -23.345, -6.746)
C (15.928, -22.406, -7.489)
C (16.315, -22.304, -8.927)
S (18.149, -22.377, -8.935)
O (18.790, -21.157, -8.476)
O (18.635, -22.964, -10.167)
C (18.159, -23.563, -7.625)
H (16.444, -24.259, -6.396)
H (17.211, -22.816, -5.839)
H (16.053, -21.468, -6.949)
H (14.882, -22.699, -7.415)
H (15.924, -21.416, -9.422)
H (16.131, -23.176, -9.558)
H (19.093, -23.426, -7.085)
H (18.152, -24.513, -8.161)
C (23.271, -22.495, -11.498)
C (21.906, -23.083, -11.265)
C (21.978, -24.261, -10.290)
S (23.145, -23.635, -9.074)
O (23.908, -24.652, -8.430)
O (22.387, -22.732, -8.209)
C (24.150, -22.756, -10.271)
H (23.214, -21.415, -11.631)
H (23.764, -22.934, -12.364)
H (21.483, -23.349, -12.235)
H (21.207, -22.345, -10.868)
H (22.359, -25.204, -10.679)
H (21.062, -24.438, -9.728)
H (24.920, -23.484, -10.527)
H (24.577, -21.914, -9.728)
C (22.214, -25.486, -5.269)
C (23.116, -24.570, -4.339)
C (22.324, -23.393, -3.792)
S (20.775, -23.219, -4.772)
O (20.789, -22.061, -5.644)
O (19.638, -23.418, -3.888)
C (21.009, -24.711, -5.766)
H (21.988, -26.443, -4.808)
H (22.963, -25.703, -6.033)
H (24.072, -24.301, -4.783)
H (23.409, -25.285, -3.568)
H (22.855, -22.449, -3.877)
H (21.955, -23.631, -2.798)
H (21.193, -24.423, -6.803)
H (20.020, -25.169, -5.798)

=====

Entry 3:
The following is a quantum chemistry calculation of 16 unconnected molecules or ions with the total composition H32O16 at a distorted geometry, from OMol25.

Properties
Net charge: 0
ΔE to the lowest compared entry with this formula, charge and spin (kJ/mol): 430.7
Gap between HOMO and LUMO (eV): 9.327

Geometry (Å):
O (-1.716, -8.330, 20.061)
H (-1.499, -7.625, 19.448)
H (-2.008, -7.955, 20.913)
O (-5.822, -2.284, 21.074)
H (-6.403, -3.030, 21.256)
H (-5.155, -2.496, 21.725)
O (-4.665, -5.470, 22.647)
H (-5.478, -5.814, 23.068)
H (-3.981, -6.156, 22.849)
O (-4.719, -3.285, 18.810)
H (-4.454, -4.170, 19.003)
H (-5.194, -2.913, 19.605)
O (-2.335, -1.226, 21.923)
H (-3.060, -1.858, 22.077)
H (-2.871, -0.431, 21.707)
O (-3.725, -5.775, 19.152)
H (-3.460, -6.134, 18.305)
H (-4.035, -6.557, 19.595)
O (-2.371, -4.332, 21.069)
H (-2.356, -4.931, 20.326)
H (-3.241, -4.436, 21.393)
O (-1.567, -4.132, 18.057)
H (-1.718, -3.414, 18.695)
H (-0.705, -3.955, 17.642)
O (-4.153, -2.769, 23.128)
H (-4.420, -3.448, 23.776)
H (-4.279, -1.947, 23.637)
O (0.055, -6.050, 20.983)
H (0.545, -5.895, 20.196)
H (0.534, -6.716, 21.490)
O (-2.503, -1.815, 19.277)
H (-2.383, -1.784, 20.240)
H (-3.403, -2.154, 19.152)
O (-2.415, -7.570, 22.502)
H (-1.919, -6.764, 22.636)
H (-2.136, -8.193, 23.171)
O (-0.894, -6.791, 18.123)
H (-1.053, -7.014, 17.231)
H (-0.962, -5.859, 18.300)
O (-0.969, -5.119, 23.457)
H (-0.219, -5.606, 23.752)
H (-0.920, -4.963, 22.505)
O (-0.021, -3.026, 20.435)
H (-0.906, -3.357, 20.411)
H (0.509, -3.765, 20.690)
O (-6.563, -4.827, 20.760)
H (-7.400, -5.246, 20.854)
H (-6.009, -5.346, 21.350)

=====

Entry 4:
The following is a quantum chemistry calculation of a molecular structure, C34H51BClFINO11P at a distorted geometry, from OMol25.

Properties
Net charge: +1
Gap between HOMO and LUMO (eV): 7.464

Geometry (Å):
C (3.659, -1.635, 2.976)
C (3.064, -2.028, 1.594)
C (1.972, -1.280, 0.776)
F (2.692, -1.021, -0.461)
C (1.094, -0.098, 1.346)
C (0.592, -0.687, 2.733)
B (0.296, -2.218, 3.070)
O (0.256, -3.369, 2.250)
O (-0.065, -2.468, 4.440)
C (1.929, 1.286, 1.482)
C (2.456, 1.655, 2.963)
C (3.526, 2.794, 3.124)
C (3.116, 4.250, 2.753)
C (1.996, 4.898, 3.462)
C (1.525, 6.252, 3.128)
C (2.182, 6.994, 2.047)
C (3.296, 6.344, 1.369)
C (3.770, 5.005, 1.687)
P (3.412, 1.814, 0.442)
O (3.099, 1.621, -1.234)
Cl (5.076, 0.478, 0.677)
O (1.134, 2.516, 1.340)
C (0.303, 2.612, 0.199)
C (-0.800, 1.504, 0.611)
I (-1.246, 2.327, 2.681)
C (-2.292, 1.754, 0.174)
O (-2.624, 3.153, 0.369)
C (-3.998, 3.339, 0.494)
C (-5.048, 2.553, -0.141)
C (-6.463, 2.914, 0.064)
C (-6.873, 4.048, 0.901)
C (-5.813, 4.844, 1.527)
C (-4.414, 4.483, 1.331)
N (-0.161, 0.184, 0.460)
C (-1.273, -0.846, 0.608)
C (0.129, -0.055, -1.015)
C (-0.664, 0.530, -2.200)
O (-1.673, 0.026, -2.621)
O (-0.180, 1.622, -2.969)
C (-0.947, 2.801, -2.819)
C (-2.472, 2.972, -3.095)
O (-0.349, 3.797, -2.518)
H (2.963, -1.632, 3.865)
H (4.394, -2.456, 3.241)
H (4.263, -0.700, 3.055)
H (3.990, -2.264, 0.988)
H (2.680, -3.085, 1.756)
H (1.245, -2.063, 0.397)
H (-0.394, -0.254, 3.083)
H (1.263, -0.433, 3.604)
H (-0.668, -3.579, 2.011)
H (-1.039, -2.494, 4.462)
H (2.908, 0.792, 3.507)
H (1.587, 1.969, 3.613)
H (3.642, 2.863, 4.256)
H (4.583, 2.526, 2.830)
H (1.420, 4.384, 4.275)
H (0.652, 6.703, 3.663)
H (1.825, 8.005, 1.761)
H (3.792, 6.916, 0.544)
H (4.603, 4.538, 1.119)
H (3.570, 2.387, -1.617)
H (-0.145, 3.646, 0.200)
H (0.762, 2.486, -0.806)
H (-3.015, 1.212, 0.857)
H (-2.635, 1.513, -0.856)
H (-4.786, 1.679, -0.782)
H (-7.297, 2.339, -0.411)
H (-7.948, 4.305, 1.076)
H (-6.007, 5.738, 2.166)
H (-3.611, 5.112, 1.796)
H (-0.888, -1.902, 0.515)
H (-1.891, -0.690, 1.529)
H (-1.999, -0.820, -0.253)
H (0.188, -1.158, -1.226)
H (1.134, 0.413, -1.193)
H (-2.910, 3.416, -2.154)
H (-2.641, 3.751, -3.888)
H (-3.019, 2.036, -3.358)
C (-1.638, -2.918, -3.817)
O (-0.672, -3.947, -3.833)
C (0.315, -3.758, -2.830)
C (1.023, -5.067, -2.522)
O (0.277, -5.914, -1.652)
C (-0.844, -6.578, -2.237)
C (-0.446, -7.730, -3.144)
O (-0.053, -7.240, -4.418)
C (0.749, -8.168, -5.123)
H (-1.169, -1.947, -3.999)
H (-2.362, -3.117, -4.606)
H (-2.169, -2.909, -2.856)
H (-0.147, -3.369, -1.910)
H (1.042, -3.029, -3.212)
H (1.941, -4.830, -1.976)
H (1.318, -5.592, -3.431)
H (-1.504, -5.873, -2.743)
H (-1.402, -6.993, -1.393)
H (-1.308, -8.393, -3.294)
H (0.370, -8.296, -2.683)
H (1.675, -8.367, -4.573)
H (1.011, -7.730, -6.086)
H (0.201, -9.100, -5.291)

=====

Entry 5:
The following is a quantum chemistry calculation of 4 unconnected molecules or ions with the total composition C2H12O3S2 at a distorted geometry, from OMol25.

Properties
Net charge: 0
ΔE to the lowest compared entry with this formula, charge and spin (kJ/mol): 196.8
Gap between HOMO and LUMO (eV): 8.936

Geometry (Å):
C (2.583, -2.290, 1.610)
C (2.077, -1.609, 0.237)
S (1.820, 0.238, 0.610)
S (0.287, 0.315, 2.006)
H (1.840, -3.250, 1.681)
H (3.620, -2.681, 1.690)
H (2.257, -1.599, 2.415)
H (2.804, -1.744, -0.467)
H (1.148, -2.041, 0.098)
H (0.830, 1.194, 2.763)
H (-2.592, 0.016, -1.809)
H (-1.996, -1.327, -2.324)
O (-2.127, -0.406, -2.510)
H (0.537, 1.889, -1.785)
H (-0.552, 1.107, -2.407)
O (-0.356, 1.897, -1.853)
H (-4.101, 3.176, -0.686)
H (-3.782, 3.970, 0.432)
O (-4.296, 3.143, 0.298)

=====

Entry 6:
The following is a quantum chemistry calculation of 4 unconnected molecules or ions with the total composition C3H10N2O3 at a distorted geometry, from OMol25.

Properties
Net charge: 0
ΔE to the lowest compared entry with this formula, charge and spin (kJ/mol): 125.2
Gap between HOMO and LUMO (eV): 9.782

Geometry (Å):
C (-1.305, -0.304, -1.991)
C (-0.240, -1.152, -1.754)
N (0.767, -0.363, -1.284)
C (0.297, 0.890, -1.170)
N (-0.933, 0.971, -1.619)
H (-2.288, -0.436, -2.398)
H (-0.003, -2.168, -2.019)
H (1.657, -0.700, -0.960)
H (0.834, 1.760, -0.848)
H (1.519, -0.672, 1.870)
H (2.872, -0.192, 1.808)
O (2.273, -0.690, 1.252)
H (-0.373, 0.101, 2.015)
H (-0.707, -0.817, 3.198)
O (-0.008, -0.355, 2.759)
H (-1.391, 0.993, -0.317)
H (-1.562, 2.040, 0.802)
O (-1.409, 1.095, 0.657)

=====

Entry 7:
The following is a quantum chemistry calculation of a molecular structure, C54H63AsN4OPbS, from OMol25.

Properties
Net charge: +1
Multiplicity: 2
ΔE to the lowest compared entry with this formula, charge and spin (kJ/mol): 0.0
Gap between HOMO and LUMO (spin up / spin down) (eV): 7.394 / 6.125

Geometry (Å):
Pb (-0.528, -1.293, 1.669)
C (0.022, -5.188, 1.922)
C (0.457, -4.210, 2.982)
C (1.788, -3.809, 3.090)
C (2.185, -2.892, 4.054)
C (1.255, -2.364, 4.942)
C (-0.073, -2.762, 4.853)
C (-0.465, -3.672, 3.878)
H (-0.204, -4.671, 0.983)
H (-0.878, -5.721, 2.228)
H (0.804, -5.919, 1.719)
H (2.526, -4.229, 2.415)
H (3.226, -2.603, 4.126)
H (1.569, -1.663, 5.706)
H (-0.809, -2.372, 5.546)
H (-1.504, -3.979, 3.819)
O (-1.000, -2.499, -0.279)
N (-2.234, -2.655, -0.751)
C (-2.320, -3.061, -2.043)
C (-3.526, -3.206, -2.661)
C (-4.687, -2.937, -1.929)
C (-4.581, -2.552, -0.617)
C (-3.331, -2.404, 0.014)
S (-3.194, -1.939, 1.666)
H (-1.361, -3.253, -2.505)
H (-3.561, -3.527, -3.692)
H (-5.662, -3.035, -2.388)
H (-5.458, -2.350, -0.017)
C (-4.707, 3.780, 5.080)
C (-3.212, 3.809, 5.429)
C (-3.055, 3.557, 6.929)
C (-2.629, 5.190, 5.090)
C (-2.468, 2.767, 4.601)
C (-1.581, 1.851, 5.155)
C (-0.953, 0.936, 4.329)
N (-1.143, 0.889, 3.014)
C (-1.958, 1.787, 2.453)
C (-2.636, 2.720, 3.218)
C (-2.086, 1.722, 0.964)
C (-2.677, 2.749, 0.252)
C (-2.806, 2.687, -1.135)
C (-2.349, 1.528, -1.742)
C (-1.743, 0.548, -0.974)
N (-1.589, 0.637, 0.345)
C (-3.419, 3.854, -1.899)
C (-4.906, 3.951, -1.530)
C (-3.290, 3.667, -3.411)
C (-2.699, 5.152, -1.502)
H (-5.246, 4.475, 5.726)
H (-5.126, 2.783, 5.228)
H (-4.896, 4.078, 4.047)
H (-3.669, 4.270, 7.480)
H (-2.022, 3.691, 7.259)
H (-3.382, 2.552, 7.206)
H (-3.129, 5.959, 5.681)
H (-2.764, 5.432, 4.034)
H (-1.561, 5.227, 5.313)
H (-1.383, 1.825, 6.217)
H (-0.270, 0.196, 4.738)
H (-3.310, 3.419, 2.743)
H (-3.032, 3.625, 0.776)
H (-2.430, 1.372, -2.809)
H (-1.326, -0.338, -1.440)
H (-5.429, 3.023, -1.771)
H (-5.377, 4.763, -2.087)
H (-5.041, 4.148, -0.464)
H (-3.871, 2.813, -3.767)
H (-2.249, 3.531, -3.712)
H (-3.669, 4.556, -3.917)
H (-2.891, 5.427, -0.464)
H (-3.045, 5.973, -2.131)
H (-1.619, 5.056, -1.635)
C (5.133, 3.502, -4.291)
C (4.330, 2.403, -3.645)
C (4.528, 1.071, -3.973)
C (3.782, 0.042, -3.402)
C (4.176, -1.367, -3.789)
C (2.761, 0.359, -2.494)
As (1.398, -0.880, -1.770)
N (1.754, -0.987, 0.048)
C (2.890, -0.501, 0.621)
C (4.177, -0.600, 0.031)
C (5.302, -0.181, 0.710)
C (5.192, 0.368, 1.987)
C (3.941, 0.474, 2.591)
C (2.813, 0.039, 1.931)
C (1.683, -2.645, -2.549)
C (2.209, -3.777, -1.918)
C (2.576, -3.857, -0.456)
C (2.409, -4.925, -2.687)
C (2.068, -4.995, -4.028)
C (2.308, -6.243, -4.836)
C (1.475, -3.879, -4.609)
C (1.276, -2.708, -3.895)
C (0.637, -1.530, -4.596)
C (2.555, 1.704, -2.136)
C (1.503, 2.187, -1.152)
C (3.354, 2.691, -2.700)
H (5.950, 3.100, -4.889)
H (5.553, 4.174, -3.542)
H (4.499, 4.102, -4.947)
H (5.306, 0.811, -4.685)
H (5.248, -1.402, -3.982)
H (3.672, -1.690, -4.703)
H (3.947, -2.101, -3.019)
H (4.275, -1.059, -0.941)
H (6.275, -0.289, 0.248)
H (6.077, 0.705, 2.510)
H (3.854, 0.895, 3.585)
H (1.845, 0.142, 2.404)
H (1.940, -3.232, 0.162)
H (3.613, -3.554, -0.284)
H (2.475, -4.888, -0.116)
H (2.844, -5.796, -2.207)
H (2.780, -7.019, -4.235)
H (2.956, -6.033, -5.689)
H (1.371, -6.640, -5.229)
H (1.170, -3.920, -5.650)
H (0.510, -1.742, -5.656)
H (1.236, -0.619, -4.513)
H (-0.348, -1.305, -4.175)
H (0.958, 1.391, -0.651)
H (0.772, 2.817, -1.663)
H (1.978, 2.794, -0.379)
H (3.202, 3.722, -2.390)

=====

Entry 8:
The following is a quantum chemistry calculation of a molecular structure, C4H6O2, from OMol25.

Properties
Net charge: 0
ΔE to the lowest compared entry with this formula, charge and spin (kJ/mol): 46.9
Gap between HOMO and LUMO (eV): 11.365

Geometry (Å):
C (-1.497, 0.019, 0.449)
C (-0.330, 0.078, -0.508)
C (1.005, 0.624, 0.010)
C (1.487, -0.797, -0.217)
O (2.510, -1.394, -0.085)
O (0.286, -1.256, -0.670)
H (-2.037, 0.972, 0.494)
H (-1.147, -0.241, 1.453)
H (-2.204, -0.747, 0.121)
H (-0.614, 0.451, -1.496)
H (1.514, 1.363, -0.610)
H (1.028, 0.927, 1.059)

=====

Entry 9:
The following is a quantum chemistry calculation of C5H14N2 in the gas phase at a distorted geometry, from OMol25.

Properties
Net charge: 0
ΔE to the lowest compared entry with this formula, charge and spin (kJ/mol): 86.2
Gap between HOMO and LUMO (eV): 10.131

Geometry (Å):
C (-1.601, 1.223, 1.223)
C (-0.576, 0.605, 0.262)
C (0.822, 0.981, 0.853)
C (1.961, 0.973, -0.153)
N (-0.746, -0.845, 0.385)
C (0.025, -1.675, -0.491)
N (0.029, -1.235, -1.882)
H (-1.321, 0.873, 2.209)
H (-1.694, 2.298, 1.298)
H (-2.602, 0.802, 1.053)
H (-0.665, 1.119, -0.699)
H (0.985, 0.387, 1.756)
H (0.719, 1.995, 1.254)
H (2.868, 1.213, 0.415)
H (2.236, 0.114, -0.759)
H (1.774, 1.760, -0.886)
H (-1.736, -0.991, 0.255)
H (1.065, -1.687, -0.158)
H (-0.237, -2.734, -0.398)
H (-0.868, -1.430, -2.302)
H (0.837, -1.519, -2.412)

=====

- Which formula does entry 2 have?
  C16H32AgO8S4

=====

- Which value of net charge does entry 9 give?
  0

=====

- Look up the net charge of the seventh one.
  +1